[1]
A cluster of 2 separate species, C3H10S3 in total at a distorted geometry. Source: the OMol25 dataset; level of theory: ωB97M-V/def2-TZVPD.

Last column: Löwdin charge in e.
CARTESIAN COORDINATES (ANGSTROEM)
C (-2.311, -0.208, 2.500)  -0.62
S (-1.134, 0.210, 1.170)  0.06
S (-2.506, -0.545, -0.306)  -0.07
H (-2.857, -1.112, 2.092)  -0.02
H (-1.847, -0.656, 3.439)  0.02
H (-3.039, 0.535, 2.765)  -0.01
H (-3.659, -0.030, 0.197)  -0.26
C (1.607, 1.267, -1.143)  -0.17
C (1.604, -0.391, -1.278)  -0.57
S (3.338, -0.798, -0.950)  0.66
H (2.131, 1.413, -2.100)  0.04
H (0.544, 1.698, -1.231)  0.08
H (2.164, 1.719, -0.345)  0.03
H (1.328, -0.890, -2.171)  0.04
H (0.945, -0.865, -0.560)  0.00
H (3.693, -1.345, -2.078)  -0.20

ΔE to the lowest compared entry with this formula, charge and spin in kJ/mol: 142.3
Multiplicity: 2
LUMO (spin up / spin down) in eV: 2.89 / 2.87
Kohn-Sham gap (spin up / spin down) in eV: 2.89 / 6.29
Net charge: -1

[2]
The molecule C34H41N7O5. Source: the OMol25 dataset; level of theory: ωB97M-V/def2-TZVPD.

Last column: Löwdin charge in e.
CARTESIAN COORDINATES (ANGSTROEM)
C (6.162, -6.741, -0.724)  -0.12
C (6.214, -5.488, -1.592)  -0.27
C (4.813, -4.994, -1.946)  -0.23
C (4.806, -3.823, -2.930)  -0.20
C (5.436, -2.533, -2.400)  -0.17
H (6.446, -2.718, -2.034)  0.11
C (4.624, -1.891, -1.276)  -0.17
H (4.515, -2.569, -0.427)  0.12
H (5.118, -0.969, -0.947)  0.13
O (3.297, -1.588, -1.687)  -0.01
C (3.123, -0.446, -2.364)  -0.55
O (4.034, 0.332, -2.601)  0.07
N (1.809, -0.322, -2.705)  0.16
C (1.354, 0.750, -3.289)  -0.33
N (2.097, 1.817, -3.601)  0.21
H (1.714, 2.605, -4.093)  0.11
H (3.088, 1.757, -3.386)  0.09
C (-0.083, 0.776, -3.588)  -0.17
C (-0.750, -0.419, -3.858)  -0.02
C (-2.106, -0.427, -4.091)  -0.02
C (-2.850, 0.755, -4.032)  -0.27
C (-2.178, 1.955, -3.782)  -0.02
C (-0.817, 1.961, -3.570)  -0.02
H (-0.333, 2.899, -3.340)  0.11
H (-2.727, 2.880, -3.728)  0.11
N (-4.221, 0.722, -4.229)  0.03
H (-4.577, -0.221, -4.313)  0.12
C (-5.070, 1.605, -3.438)  -0.11
C (-4.604, 1.624, -2.017)  -0.30
N (-4.008, 2.643, -1.470)  0.17
C (-3.537, 2.199, -0.263)  -0.20
C (-2.769, 2.845, 0.697)  0.06
C (-2.329, 2.094, 1.774)  -0.16
C (-2.713, 0.755, 1.946)  -0.03
C (-3.505, 0.113, 1.020)  0.01
C (-3.885, 0.838, -0.100)  -0.15
N (-4.584, 0.499, -1.232)  -0.02
C (-5.125, -0.797, -1.521)  -0.01
H (-5.972, -0.708, -2.201)  0.09
H (-5.471, -1.256, -0.594)  0.10
H (-4.366, -1.447, -1.967)  0.09
H (-3.794, -0.918, 1.157)  0.11
H (-2.397, 0.236, 2.837)  0.11
C (-1.460, 2.736, 2.797)  -0.39
O (-1.766, 3.778, 3.343)  0.08
N (-0.292, 2.083, 3.113)  0.03
C (0.248, 1.005, 2.407)  -0.27
N (0.924, 0.127, 3.138)  0.13
C (1.486, -0.908, 2.537)  -0.13
C (1.407, -1.134, 1.176)  -0.06
C (0.737, -0.195, 0.401)  -0.04
C (0.163, 0.902, 1.014)  0.01
H (-0.323, 1.665, 0.429)  0.11
H (0.692, -0.313, -0.672)  0.09
H (1.868, -1.993, 0.718)  0.09
H (2.022, -1.581, 3.195)  0.11
C (0.371, 2.471, 4.345)  -0.11
H (0.147, 3.528, 4.513)  0.13
H (1.445, 2.328, 4.219)  0.13
C (-0.112, 1.637, 5.544)  -0.05
C (-1.608, 1.798, 5.689)  -0.50
O (-2.420, 1.134, 5.096)  0.10
O (-1.900, 2.769, 6.548)  0.00
C (-3.268, 3.160, 6.687)  -0.21
C (-3.490, 4.510, 6.022)  -0.06
H (-4.541, 4.777, 6.074)  0.08
H (-2.901, 5.276, 6.520)  0.08
H (-3.182, 4.458, 4.980)  0.06
H (-3.899, 2.392, 6.227)  0.12
H (-3.467, 3.207, 7.761)  0.12
H (0.384, 1.989, 6.446)  0.12
H (0.124, 0.590, 5.352)  0.11
H (-2.492, 3.881, 0.589)  0.13
H (-6.103, 1.264, -3.528)  0.12
H (-5.009, 2.625, -3.825)  0.12
H (-2.611, -1.360, -4.304)  0.11
H (-0.181, -1.335, -3.865)  0.11
H (5.504, -1.812, -3.218)  0.11
H (3.772, -3.607, -3.209)  0.11
H (5.340, -4.121, -3.836)  0.11
H (4.285, -4.714, -1.034)  0.11
H (4.259, -5.819, -2.400)  0.11
H (6.759, -4.709, -1.056)  0.10
H (6.762, -5.707, -2.511)  0.11
H (7.166, -7.077, -0.475)  0.07
H (5.650, -7.546, -1.246)  0.07
H (5.627, -6.540, 0.202)  0.07

ΔE to the lowest compared entry with this formula, charge and spin in kJ/mol: 27.7
LUMO in eV: 0.41
SMILES string: CCCCCCOC(=O)/N=C(\N)c1ccc(NCc2nc3cc(C(=O)N(CCC(=O)OCC)c4ccccn4)ccc3n2C)cc1
Kohn-Sham gap in eV: 8.65
Net charge: 0

[3]
The ion C19H24FN2O with charge +1. Source: the OMol25 dataset; level of theory: ωB97M-V/def2-TZVPD.

Last column: Löwdin charge in e.
CARTESIAN COORDINATES (ANGSTROEM)
C (-0.512, -3.664, -1.677)  -0.06
H (-1.210, -4.278, -2.243)  0.10
H (-0.017, -2.964, -2.360)  0.09
O (-1.293, -2.991, -0.714)  -0.07
C (-0.687, -2.258, 0.244)  -0.28
C (-1.506, -1.806, 1.284)  0.00
C (-0.979, -1.034, 2.296)  -0.04
C (0.368, -0.699, 2.301)  -0.05
C (1.200, -1.146, 1.286)  -0.22
C (0.663, -1.906, 0.240)  -0.01
H (1.324, -2.301, -0.518)  0.11
C (2.673, -0.802, 1.286)  -0.12
N (3.068, 0.329, 0.464)  -0.17
C (3.138, 0.157, -0.967)  -0.13
C (1.984, 0.867, -1.714)  -0.08
N (0.800, 0.970, -0.833)  -0.09
H (0.627, 0.014, -0.432)  0.14
C (1.104, 1.862, 0.312)  -0.08
C (2.552, 1.616, 0.821)  -0.13
H (3.221, 2.369, 0.393)  0.13
H (2.578, 1.728, 1.905)  0.13
H (0.372, 1.665, 1.096)  0.12
H (1.003, 2.897, -0.018)  0.14
C (-0.411, 1.407, -1.585)  -0.06
C (-1.668, 1.370, -0.755)  -0.21
C (-2.039, 2.452, 0.037)  -0.05
C (-3.206, 2.411, 0.781)  -0.05
C (-4.026, 1.297, 0.741)  0.02
C (-3.655, 0.235, -0.065)  -0.27
C (-2.489, 0.251, -0.810)  0.03
H (-2.259, -0.597, -1.435)  0.13
F (-4.438, -0.847, -0.128)  0.09
H (-4.943, 1.249, 1.304)  0.13
H (-3.484, 3.258, 1.387)  0.12
H (-1.432, 3.343, 0.059)  0.11
H (-0.226, 2.420, -1.952)  0.15
H (-0.526, 0.743, -2.444)  0.14
H (1.720, 0.312, -2.616)  0.14
H (2.273, 1.878, -2.007)  0.14
H (4.084, 0.581, -1.327)  0.13
H (3.151, -0.907, -1.201)  0.12
H (3.256, -1.663, 0.952)  0.14
H (2.986, -0.571, 2.307)  0.13
H (0.778, -0.125, 3.118)  0.12
H (-1.615, -0.707, 3.104)  0.12
H (-2.539, -2.110, 1.287)  0.13
H (0.236, -4.309, -1.207)  0.10

ΔE to the lowest compared entry with this formula, charge and spin in kJ/mol: 0.0
LUMO in eV: -2.40
SMILES string: COc1cccc(CN2CC[NH+](Cc3cccc(F)c3)CC2)c1
Kohn-Sham gap in eV: 9.35
Net charge: +1